Here is C35H34As2N3O4S3Ti as an isolated structure from OMol25. Energies are from ωB97M-V/def2-TZVPD.

```
82
Properties=species:S:1:pos:R:3:forces:R:3:mulliken_charge:R:1
Ti 1.159 1.336 -0.533 0.113 0.121 -0.387 -0.75
N 3.036 4.754 -1.911 0.125 0.020 0.052 -0.47
C 2.548 3.877 -0.995 -0.050 0.016 0.023 0.39
S 3.373 2.324 -0.872 -0.147 -0.165 -0.017 -0.39
N 1.546 4.256 -0.245 0.020 0.005 -0.025 -1.44
N 1.039 3.190 0.452 -0.032 0.006 0.006 1.27
C 0.275 3.392 1.459 0.008 0.062 0.013 -0.63
C -0.251 2.316 2.281 0.003 -0.034 0.006 0.71
C -1.249 2.591 3.220 -0.011 -0.007 0.006 -0.73
C -1.767 1.596 4.025 -0.013 0.009 -0.001 -0.93
C -1.268 0.299 3.915 0.011 -0.010 -0.002 -0.44
C -0.258 0.008 3.018 -0.013 0.012 -0.023 -0.26
C 0.255 1.002 2.178 -0.011 0.048 -0.063 0.60
O 1.173 0.707 1.268 0.010 0.080 -0.006 -0.23
H 3.393 4.291 -2.738 -0.039 -0.016 -0.029 0.25
H 2.390 5.502 -2.122 0.000 0.002 0.011 0.29
H 0.030 4.422 1.716 0.018 0.001 0.001 0.34
H -1.630 3.604 3.291 0.003 0.003 -0.004 0.41
H -2.565 1.812 4.723 0.003 0.008 0.002 0.40
H -1.701 -0.491 4.516 0.006 -0.006 -0.003 0.47
H 0.108 -1.003 2.894 0.046 -0.020 0.002 0.47
O -1.419 3.221 -1.915 0.006 -0.033 -0.023 -0.70
C -0.525 2.768 -2.601 0.077 0.119 -0.056 0.06
O 0.516 2.154 -2.052 -0.136 -0.181 0.557 1.06
C -0.515 2.831 -4.092 -0.030 -0.030 -0.015 0.16
C -1.772 3.102 -4.651 0.012 -0.023 0.021 -0.88
C -1.976 3.152 -6.011 0.003 -0.001 -0.011 -0.60
C -0.880 2.931 -6.849 -0.001 0.001 0.004 -0.44
C 0.364 2.684 -6.318 -0.004 0.004 0.011 -0.69
C 0.619 2.632 -4.923 0.006 0.011 -0.036 0.40
S 2.270 2.370 -4.428 0.008 -0.037 -0.027 -0.36
H -2.591 3.263 -3.963 -0.007 0.004 -0.001 0.40
H -2.960 3.353 -6.417 0.000 0.000 0.000 0.36
H -1.003 2.958 -7.926 -0.003 0.000 0.001 0.35
H 1.213 2.529 -6.971 0.000 0.000 -0.002 0.40
C 5.541 -2.514 0.522 -0.001 0.032 -0.037 -1.33
As 4.073 -1.206 0.671 -0.070 0.023 0.036 0.61
C 3.935 -1.202 2.632 0.052 0.013 -0.018 -1.23
C 2.638 -2.480 0.242 0.042 -0.058 -0.033 -0.18
C 2.393 -3.580 1.060 -0.003 0.010 0.010 -0.09
C 1.407 -4.503 0.742 -0.001 -0.008 -0.014 -0.91
C 0.666 -4.341 -0.420 0.014 -0.002 0.009 -0.61
C 0.906 -3.254 -1.247 -0.036 0.037 0.047 -0.36
C 1.881 -2.313 -0.922 0.083 -0.028 -0.057 0.05
As 2.045 -0.685 -1.991 0.042 0.042 0.090 1.04
C 0.894 -1.011 -3.508 0.010 0.022 0.014 -1.05
C 3.794 -0.778 -2.824 0.010 -0.008 -0.008 -1.10
H 5.337 -3.409 1.110 -0.022 0.009 0.001 0.38
H 6.465 -2.053 0.871 -0.004 0.008 0.002 0.41
H 5.662 -2.791 -0.524 0.011 -0.003 0.003 0.33
H 4.554 -1.983 3.075 -0.033 -0.001 0.008 0.40
H 2.899 -1.345 2.921 -0.127 0.013 0.026 0.25
H 4.258 -0.230 2.998 0.028 -0.018 0.005 0.43
H 2.975 -3.717 1.965 -0.006 0.001 0.001 0.39
H 1.223 -5.346 1.396 -0.003 0.004 0.001 0.38
H -0.105 -5.056 -0.680 0.001 -0.003 0.000 0.42
H 0.305 -3.127 -2.138 -0.002 0.010 -0.004 0.31
H 1.173 -1.935 -4.015 0.003 0.000 0.003 0.48
H 1.042 -0.156 -4.169 -0.004 0.010 0.001 0.09
H -0.140 -1.044 -3.170 0.003 0.009 -0.010 0.34
H 3.980 -1.783 -3.200 -0.002 -0.008 -0.010 0.40
H 4.561 -0.489 -2.108 -0.014 0.003 -0.037 0.32
H 3.771 -0.056 -3.641 -0.007 0.010 -0.003 0.32
C -6.134 -2.210 6.208 0.005 0.006 -0.003 -1.13
C -5.202 -1.909 5.058 0.064 -0.089 0.008 0.72
O -4.078 -1.513 5.209 -0.037 0.031 0.000 -0.50
S -5.954 -2.208 3.469 -0.012 0.020 -0.003 -0.25
C -4.674 -1.671 2.371 0.002 -0.017 0.010 0.07
C -4.692 -0.375 1.872 0.006 0.008 -0.009 -0.34
C -3.688 0.055 1.023 0.000 0.008 0.004 -0.53
C -2.645 -0.805 0.671 -0.008 0.093 0.054 0.29
C -2.646 -2.114 1.165 -0.005 0.012 -0.011 -0.50
C -3.655 -2.545 2.005 -0.009 -0.001 -0.002 -0.33
C -1.539 -0.328 -0.097 0.024 -0.273 -0.131 -0.14
C -0.501 0.027 -0.625 0.042 0.088 0.066 -0.62
H -5.575 -2.717 6.993 -0.001 0.010 -0.019 0.31
H -6.987 -2.813 5.901 0.004 0.009 -0.004 0.37
H -6.496 -1.261 6.603 -0.020 0.014 0.020 0.27
H -5.488 0.300 2.161 0.000 -0.003 0.000 0.42
H -3.680 1.068 0.643 0.002 0.001 0.004 0.56
H -1.829 -2.773 0.900 -0.002 0.000 0.002 0.55
H -3.648 -3.554 2.397 0.001 -0.001 0.001 0.43
```
Forces are in eV/Å.

Computed properties:
Total energy in eV: -226808.842
LUMO level in hartree: 0.0734
Charge: -1
Energy above the lowest of the compared OMol25 structures with the same formula, charge and spin in kcal per mole: 18.1
2S+1: 1

=====

Here is C35H34AsBeN4SSe2 as an isolated structure from OMol25. Energies are from ωB97M-V/def2-TZVPD.

```
78
Properties=species:S:1:pos:R:3:forces:R:3:mulliken_charge:R:1
Be -0.409 0.800 -0.821 -0.153 0.028 0.073 -0.37
C 3.851 0.854 -1.918 -0.132 -0.021 -0.172 -0.92
Se 2.217 1.676 -1.243 0.024 0.130 0.087 0.55
C 2.314 3.264 -2.381 -0.139 -0.027 0.160 -0.77
C 1.497 4.392 -1.780 -0.118 -0.148 0.060 -0.97
Se -0.336 3.871 -1.350 0.018 0.014 -0.073 0.23
C -0.990 3.867 -3.182 0.099 -0.080 0.121 -1.09
H 3.791 0.776 -3.001 0.027 -0.052 0.000 0.35
H 3.948 -0.134 -1.481 -0.029 0.023 -0.009 0.16
H 4.691 1.478 -1.627 -0.002 0.018 0.024 0.38
H 1.977 2.987 -3.375 -0.028 0.035 -0.086 0.44
H 3.364 3.540 -2.426 0.084 0.025 -0.038 0.46
H 1.426 5.235 -2.464 0.070 0.063 -0.014 0.52
H 1.932 4.732 -0.842 0.037 0.011 0.020 0.35
H -0.834 4.854 -3.606 -0.012 0.030 -0.021 0.40
H -2.049 3.641 -3.142 -0.102 -0.041 -0.015 0.39
H -0.476 3.107 -3.764 -0.024 -0.029 -0.038 0.32
S -2.381 1.065 -1.222 0.480 0.016 0.030 -0.42
C -2.498 -0.664 -1.432 -0.513 -0.031 -0.131 0.61
N -3.657 -1.280 -1.297 0.386 0.139 -0.069 -0.91
N -3.839 -2.534 -1.608 0.145 -0.161 -0.095 0.26
C -3.261 -3.368 -2.605 0.044 0.077 0.024 0.91
C -2.434 -2.897 -3.622 -0.242 0.004 -0.122 -0.26
C -2.043 -3.757 -4.634 -0.032 -0.020 -0.025 -0.46
C -2.441 -5.087 -4.630 0.016 -0.060 0.028 -0.62
C -3.257 -5.553 -3.610 0.039 -0.040 -0.060 -0.53
C -3.674 -4.696 -2.606 -0.035 -0.014 0.145 -0.60
N -1.383 -1.432 -1.543 0.108 -0.106 0.487 -0.08
N -0.287 -0.874 -1.238 0.058 -0.136 -0.023 0.08
C 0.819 -1.786 -1.211 0.239 -0.068 -0.091 0.09
C 0.795 -2.965 -1.961 -0.153 0.170 -0.039 -0.24
C 1.870 -3.833 -1.917 0.034 -0.006 0.034 -0.69
C 2.970 -3.550 -1.116 0.052 0.008 0.023 -0.62
C 2.985 -2.391 -0.356 0.021 -0.023 0.026 -1.47
C 1.920 -1.504 -0.412 -0.147 0.003 -0.021 -0.12
H -4.676 -2.900 -1.186 -0.229 0.022 -0.151 0.24
H -2.131 -1.862 -3.645 0.007 -0.063 -0.129 0.48
H -1.422 -3.386 -5.440 -0.003 0.029 0.040 0.41
H -2.120 -5.756 -5.418 -0.005 0.018 0.013 0.41
H -3.575 -6.587 -3.601 -0.016 0.028 0.022 0.39
H -4.334 -5.055 -1.822 0.048 0.010 -0.044 0.36
H -0.071 -3.180 -2.573 0.070 -0.037 -0.025 0.36
H 1.854 -4.737 -2.511 -0.031 0.016 -0.001 0.44
H 3.815 -4.227 -1.083 -0.073 0.005 -0.006 0.44
H 3.825 -2.177 0.294 -0.028 0.019 -0.022 0.55
H 1.930 -0.617 0.202 0.026 0.050 0.065 1.21
C -4.272 1.146 3.737 0.027 0.013 -0.009 -0.57
C -3.429 2.241 3.847 -0.015 -0.006 0.004 -0.68
C -2.206 2.251 3.186 0.015 -0.013 -0.026 -0.30
C -1.831 1.155 2.423 -0.066 0.035 -0.084 0.57
C -2.673 0.053 2.315 -0.006 0.040 -0.035 -0.07
C -3.892 0.049 2.972 -0.017 -0.014 0.030 -0.80
As -0.149 1.098 1.475 0.155 0.056 0.257 1.44
C 0.845 -0.155 2.559 0.005 -0.040 -0.051 -0.41
C 0.672 -1.526 2.643 -0.023 0.015 -0.026 -0.36
C 1.475 -2.260 3.504 -0.002 0.008 -0.004 -0.77
C 2.450 -1.616 4.257 0.007 -0.004 0.002 -0.90
C 2.621 -0.242 4.170 0.062 -0.012 0.050 -0.68
C 1.811 0.505 3.322 0.005 0.065 -0.032 0.98
C 1.851 1.975 3.151 -0.025 -0.069 -0.008 0.21
C 2.711 2.849 3.805 0.064 0.021 0.042 -0.60
C 2.624 4.214 3.570 0.019 0.000 0.014 -0.82
C 1.686 4.723 2.681 0.000 -0.027 -0.001 -1.02
C 0.828 3.859 2.013 0.029 -0.026 0.030 -0.86
C 0.913 2.497 2.257 -0.040 0.114 -0.084 0.31
H -5.228 1.146 4.244 0.029 -0.012 0.002 0.39
H -3.718 3.092 4.451 -0.005 -0.019 -0.037 0.41
H -1.552 3.109 3.270 0.001 0.014 0.038 0.36
H -2.383 -0.801 1.713 -0.033 -0.018 -0.027 0.22
H -4.549 -0.808 2.889 0.022 0.028 -0.005 0.41
H -0.077 -2.025 2.038 0.001 -0.029 0.024 0.40
H 1.343 -3.331 3.589 0.016 0.030 -0.017 0.46
H 3.083 -2.191 4.921 -0.025 0.020 -0.007 0.42
H 3.380 0.243 4.771 -0.017 -0.011 -0.010 0.43
H 3.447 2.472 4.505 -0.018 0.014 -0.016 0.42
H 3.291 4.889 4.092 -0.016 -0.024 -0.019 0.42
H 1.619 5.791 2.515 0.004 -0.027 -0.006 0.46
H 0.094 4.250 1.320 -0.039 0.048 0.048 0.88
```
Forces are in eV/Å.

Computed properties:
Total energy in eV: -245569.737
LUMO level (spin up / spin down) in hartree: -0.1459 / -0.1458
Charge: +1
2S+1: 1

=====

Here is C35H34AsClF5N2O3PRuSSbSe4 as an isolated structure from OMol25. Energies are from ωB97M-V/def2-TZVPD.

```
89
Properties=species:S:1:pos:R:3:forces:R:3:mulliken_charge:R:1
Ru 0.506 0.080 0.420 2.260 0.442 1.376 0.21
Cl -1.192 0.633 2.792 0.042 0.137 -0.087 -0.16
C -1.613 2.281 2.401 0.054 -0.057 0.083 0.56
C -2.749 2.784 3.019 0.011 0.068 -0.004 -0.55
C -3.086 4.116 2.856 -0.001 -0.026 0.064 -0.56
C -2.262 4.957 2.123 0.030 -0.011 -0.045 -0.76
C -1.143 4.435 1.497 0.045 0.083 0.051 -0.48
C -0.815 3.081 1.582 -0.086 -0.023 -0.189 -0.09
P 0.548 2.432 0.543 -0.090 0.405 0.101 1.41
C 0.347 3.123 -1.134 -0.124 -0.464 -0.097 1.33
C 1.221 2.573 -2.079 0.136 0.061 -0.033 -0.71
C 0.954 2.671 -3.435 0.009 -0.002 0.030 -1.12
C -0.220 3.270 -3.869 -0.013 -0.042 0.008 -0.54
C -1.090 3.822 -2.943 0.023 -0.002 -0.015 -0.80
C -0.804 3.756 -1.587 -0.100 0.100 0.082 -0.87
C 1.992 3.301 1.269 0.040 -0.237 0.037 0.76
C 2.124 3.327 2.660 -0.002 0.070 -0.013 -0.62
C 3.265 3.852 3.250 -0.024 -0.012 -0.064 -0.77
C 4.292 4.353 2.458 -0.040 -0.018 0.022 -0.39
C 4.161 4.346 1.079 -0.067 -0.018 -0.016 -0.68
C 3.020 3.817 0.485 0.008 0.037 0.028 -0.15
H -3.356 2.125 3.624 0.000 -0.006 -0.029 0.46
H -3.990 4.498 3.315 0.035 -0.009 0.009 0.38
H -2.501 6.008 2.022 0.015 -0.027 -0.010 0.40
H -0.501 5.087 0.917 -0.021 0.002 -0.018 0.52
H 2.088 2.002 -1.763 -0.024 -0.069 0.011 0.07
H 1.634 2.216 -4.144 -0.012 -0.010 0.017 0.46
H -0.491 3.251 -4.916 0.051 0.064 -0.025 0.39
H -2.027 4.250 -3.270 -0.031 0.042 0.002 0.39
H -1.527 4.148 -0.887 -0.059 -0.046 0.015 0.51
H 1.332 2.928 3.282 0.020 -0.037 0.003 0.27
H 3.357 3.859 4.330 -0.013 0.008 -0.014 0.44
H 5.193 4.741 2.917 -0.021 0.006 -0.007 0.37
H 4.952 4.746 0.456 -0.012 -0.012 0.003 0.46
H 2.930 3.818 -0.594 0.025 -0.005 0.006 0.30
C -3.056 -3.198 -3.141 -0.049 -0.143 -0.129 -1.12
As -1.739 -3.014 -1.706 -0.005 0.069 -0.043 0.28
C -2.811 -3.849 -0.306 -0.003 -0.191 0.000 -0.96
C -0.653 -4.588 -2.190 -0.088 -0.018 0.000 -1.35
S 0.482 -2.250 0.673 0.686 -0.677 -0.160 -0.36
H -3.192 -4.252 -3.393 -0.068 0.001 0.009 0.41
H -2.722 -2.654 -4.023 -0.035 0.035 -0.013 0.30
H -4.006 -2.778 -2.812 -0.003 0.069 -0.024 0.29
H -3.170 -4.829 -0.630 -0.022 0.017 -0.009 0.40
H -3.661 -3.202 -0.095 0.014 0.023 0.051 0.20
H -2.204 -3.967 0.590 -0.008 0.047 0.036 0.32
H -1.313 -5.417 -2.458 0.016 0.029 0.032 0.53
H -0.025 -4.890 -1.353 0.031 0.068 0.002 0.29
H -0.023 -4.351 -3.048 0.036 0.012 0.024 0.33
F 2.469 -4.359 1.489 -0.022 0.033 -0.018 -0.46
C 2.650 -3.916 0.237 0.059 -0.161 0.110 0.20
C 1.833 -2.920 -0.284 -0.412 0.349 0.348 0.91
C 2.112 -2.528 -1.588 0.004 0.174 -0.171 -0.07
F 1.391 -1.575 -2.181 -0.091 -0.072 0.069 -0.56
C 3.134 -3.091 -2.331 -0.061 0.074 -0.103 0.08
F 3.345 -2.706 -3.592 0.038 0.031 0.046 -0.42
C 3.927 -4.074 -1.777 0.068 -0.069 -0.112 0.69
F 4.928 -4.617 -2.482 -0.015 -0.006 -0.008 -0.40
C 3.679 -4.493 -0.487 -0.043 0.003 0.127 0.33
F 4.450 -5.446 0.058 -0.019 0.022 0.032 -0.38
Se -5.367 -0.569 -0.479 0.161 0.089 0.137 -0.57
Sb -3.693 0.695 -1.647 -0.889 0.466 -0.632 0.94
Se -1.418 0.189 -0.630 -1.638 -0.312 -1.566 0.29
Se -4.337 2.913 -0.666 0.089 -0.236 0.106 -0.34
Se -3.638 0.754 -4.046 0.278 -0.058 0.341 -0.60
C 6.147 2.087 -1.018 -0.014 -0.013 0.014 -1.14
C 6.368 0.613 -0.690 0.023 0.115 -0.029 -1.15
C 5.299 0.025 0.222 -0.191 -0.087 0.037 2.74
C 5.518 -1.506 0.441 0.122 0.081 0.077 -0.77
C 6.873 -1.892 1.025 -0.012 0.008 -0.016 -1.60
C 5.327 0.679 1.590 0.009 -0.052 -0.101 -0.55
O 6.314 1.170 2.090 0.020 -0.023 0.077 -0.67
N 4.140 0.594 2.285 0.116 0.012 -0.041 0.45
C 2.921 0.333 1.694 -0.246 -0.241 -0.204 -0.84
O 1.894 0.316 2.392 0.330 0.019 0.050 -0.64
N 2.804 0.142 0.363 0.078 0.058 0.346 2.66
C 3.912 0.089 -0.446 -0.207 0.103 0.261 -2.07
O 3.831 0.007 -1.654 -0.062 0.060 -0.160 -0.73
H 6.936 2.456 -1.675 -0.008 -0.008 0.008 0.48
H 6.160 2.691 -0.108 0.012 -0.021 -0.028 0.22
H 5.193 2.238 -1.526 0.014 -0.005 0.007 0.20
H 7.334 0.498 -0.201 0.007 -0.030 -0.018 0.51
H 6.369 0.026 -1.609 0.037 -0.014 -0.005 0.40
H 5.385 -1.974 -0.537 -0.029 -0.017 -0.007 0.06
H 4.723 -1.880 1.089 -0.050 -0.022 -0.026 0.24
H 7.687 -1.680 0.331 -0.017 0.002 0.010 0.33
H 6.885 -2.963 1.233 0.007 0.011 -0.004 0.48
H 7.080 -1.362 1.956 -0.011 -0.010 -0.007 0.31
H 4.120 0.931 3.237 -0.006 0.012 -0.006 0.44
```
Forces are in eV/Å.

Computed properties:
⟨S²⟩: 6.03
Total energy in eV: -423551.010
LUMO level (spin up / spin down) in hartree: 0.0378 / 0.0054
Charge: -1
Energy above the lowest of the compared OMol25 structures with the same formula, charge and spin in kcal per mole: 17.3
2S+1: 5